No. 1
A cluster of 14 separate species, C56H84O42 in total in a non-equilibrium geometry. Source: the OMol25 dataset; level of theory: the ωB97M-V functional and the def2-TZVPD basis.

```
182
Properties=species:S:1:pos:R:3:mulliken_charge:R:1
C -3.113 -2.518 -1.286 -0.331
C -3.983 -3.626 -0.631 0.514
C -3.040 -4.606 0.125 -0.026
O -3.622 -4.922 1.408 -0.341
C -4.649 -4.060 1.590 0.585
O -5.280 -3.971 2.649 -0.542
O -4.750 -3.165 0.430 -0.271
H -2.335 -2.068 -0.669 -0.498
H -3.784 -1.677 -1.462 -0.044
H -2.670 -2.759 -2.252 0.197
H -4.674 -4.103 -1.327 0.344
H -2.050 -4.185 0.300 -0.153
H -2.823 -5.523 -0.423 0.384
C 6.436 2.070 1.419 -1.243
C 6.200 0.657 1.794 0.433
C 5.338 0.513 3.043 -0.650
O 4.358 -0.379 2.614 -0.167
C 4.285 -0.467 1.308 0.389
O 3.501 -1.133 0.644 -0.664
O 5.299 0.244 0.779 -0.167
H 7.093 2.595 2.113 0.449
H 5.542 2.661 1.618 0.127
H 6.681 2.197 0.364 0.332
H 7.061 -0.012 1.799 0.309
H 5.018 1.458 3.482 0.328
H 5.845 0.046 3.887 0.380
C 0.415 2.747 -6.386 -1.612
C 0.134 2.652 -4.948 1.934
C 1.255 2.132 -4.223 0.026
O 1.508 2.995 -3.210 0.349
C 0.760 4.160 -3.385 0.351
O 0.797 5.172 -2.659 -0.633
O -0.011 3.985 -4.505 -0.429
H 0.507 1.705 -6.692 0.327
H 1.367 3.271 -6.466 0.386
H -0.375 3.316 -6.876 0.400
H -0.760 2.084 -4.692 -0.564
H 2.187 1.981 -4.768 0.037
H 0.918 1.191 -3.788 -0.454
C 3.032 4.007 0.100 -1.046
C 2.400 5.436 0.177 1.230
C 2.174 5.873 1.602 -0.005
O 2.586 7.219 1.601 -0.361
C 3.150 7.523 0.541 0.558
O 3.476 8.646 0.259 -0.618
O 3.195 6.465 -0.237 -0.468
H 4.044 4.104 0.493 0.408
H 3.209 3.720 -0.937 -0.178
H 2.468 3.219 0.598 0.321
H 1.566 5.397 -0.524 -0.291
H 2.886 5.307 2.203 0.318
H 1.157 5.762 1.977 0.054
C 1.211 -0.880 5.171 -0.909
C 1.789 -1.906 6.245 0.235
C 3.275 -1.824 6.524 -0.266
O 3.423 -1.969 7.901 -0.345
C 2.252 -1.771 8.503 0.552
O 2.115 -1.727 9.711 -0.573
O 1.332 -1.525 7.546 -0.314
H 1.438 -1.151 4.139 0.227
H 1.681 0.097 5.282 0.588
H 0.126 -0.819 5.251 -0.204
H 1.512 -2.944 6.060 0.385
H 3.684 -0.914 6.083 0.171
H 3.784 -2.632 5.998 0.338
C -3.300 3.815 -2.514 -1.022
C -2.974 4.178 -1.088 0.635
C -1.765 3.393 -0.490 1.844
O -1.088 4.395 0.159 -0.050
C -1.463 5.609 -0.249 0.349
O -0.946 6.649 0.068 -0.602
O -2.557 5.529 -0.981 -0.417
H -4.175 4.348 -2.886 0.532
H -3.567 2.759 -2.546 -0.122
H -2.533 3.927 -3.281 0.249
H -3.841 4.075 -0.435 0.252
H -1.104 3.073 -1.296 -0.912
H -2.253 2.613 0.095 -0.672
C -3.807 -3.388 5.818 -1.703
C -2.361 -2.931 5.505 0.683
C -1.264 -3.926 5.504 -0.251
O -0.846 -4.018 4.147 -0.378
C -1.410 -2.991 3.495 0.091
O -1.022 -2.543 2.457 -0.335
O -2.304 -2.441 4.219 0.249
H -4.197 -4.299 5.365 0.395
H -4.557 -2.622 5.622 0.239
H -3.911 -3.658 6.869 0.490
H -2.087 -2.075 6.121 0.053
H -1.669 -4.833 5.953 0.437
H -0.509 -3.671 6.248 0.015
C 3.292 -5.489 1.080 -1.859
C 2.590 -4.615 0.039 2.028
C 3.005 -4.860 -1.388 -0.336
O 1.764 -4.902 -2.059 -0.237
C 0.753 -4.954 -1.170 0.668
O -0.434 -4.912 -1.432 -0.552
O 1.258 -5.030 0.053 -0.442
H 2.835 -5.474 2.069 0.360
H 4.236 -5.008 1.333 0.437
H 3.475 -6.535 0.832 0.422
H 2.799 -3.605 0.390 -0.701
H 3.470 -5.823 -1.600 0.421
H 3.708 -4.089 -1.702 0.007
C -5.970 -0.729 2.726 -1.126
C -5.096 0.420 2.198 0.797
C -3.729 -0.018 1.852 0.865
O -3.519 0.288 0.504 0.640
C -4.644 0.759 0.022 0.188
O -4.807 1.073 -1.128 -0.577
O -5.572 0.765 0.910 -0.396
H -5.904 -1.596 2.068 0.175
H -7.044 -0.559 2.802 0.426
H -5.580 -1.007 3.705 0.173
H -5.073 1.175 2.983 0.170
H -3.501 -1.034 2.173 -0.655
H -3.078 0.662 2.401 -0.840
C -1.143 3.458 3.477 -1.504
C -0.686 2.438 4.489 1.072
C -0.608 2.950 5.950 -0.374
O -1.641 2.285 6.627 -0.390
C -2.185 1.312 5.820 0.324
O -3.008 0.429 6.121 -0.590
O -1.593 1.350 4.636 0.273
H -2.055 3.950 3.815 0.500
H -1.250 3.071 2.464 -0.102
H -0.351 4.191 3.323 0.432
H 0.236 1.931 4.203 -0.189
H -0.956 3.983 5.943 0.290
H 0.309 2.743 6.503 0.312
C -5.177 -1.234 -4.772 -1.092
C -5.089 0.274 -5.271 0.357
C -3.887 1.080 -4.931 1.350
O -3.419 1.502 -6.152 -0.340
C -4.209 1.026 -7.156 0.560
O -4.186 1.338 -8.275 -0.557
O -5.096 0.224 -6.647 -0.419
H -4.276 -1.762 -5.084 0.083
H -5.929 -1.815 -5.305 0.437
H -5.311 -1.214 -3.690 0.266
H -6.083 0.693 -5.114 0.323
H -3.119 0.489 -4.433 -0.659
H -4.109 1.944 -4.304 -0.287
C 0.389 0.480 1.256 -0.098
C 0.906 0.051 -0.107 1.448
C 0.728 -1.437 -0.408 1.272
O 0.030 -1.472 -1.640 0.625
C -0.377 -0.273 -1.954 -0.665
O -1.136 -0.046 -2.873 0.138
O 0.065 0.625 -1.032 0.092
H 0.889 0.030 2.115 0.007
H -0.615 0.110 1.466 -0.494
H 0.344 1.568 1.288 -0.079
H 1.907 0.374 -0.394 -0.093
H 0.165 -1.888 0.409 -0.791
H 1.683 -1.962 -0.447 -0.830
C 1.200 -3.818 -5.476 -1.245
C -0.065 -3.453 -6.229 0.663
C -0.887 -2.548 -5.245 0.373
O -1.154 -1.497 -6.142 -0.158
C -0.430 -1.566 -7.312 0.418
O -0.422 -0.748 -8.233 -0.595
O 0.324 -2.653 -7.334 -0.379
H 0.974 -4.400 -4.583 0.308
H 1.738 -2.918 -5.177 0.126
H 1.869 -4.373 -6.133 0.423
H -0.695 -4.295 -6.515 0.289
H -0.298 -2.043 -4.480 -0.551
H -1.741 -3.081 -4.829 0.220
C 5.054 2.061 -2.505 -0.824
C 5.038 0.700 -3.338 0.246
C 5.751 -0.408 -2.663 -0.106
O 4.912 -1.526 -2.722 -0.430
C 3.707 -1.104 -3.042 0.381
O 2.726 -1.844 -3.030 -0.398
O 3.746 0.156 -3.382 -0.151
H 4.169 2.660 -2.724 0.023
H 5.900 2.712 -2.723 0.528
H 5.067 1.915 -1.425 -0.074
H 5.403 0.759 -4.363 0.369
H 5.998 -0.102 -1.646 -0.128
H 6.684 -0.621 -3.185 0.362
```

The value obtained for the energy above the lowest of the compared OMol25 structures with the same formula, charge and spin is 151.6 kcal per mole. The LUMO energy is -0.0256 Eh. The calculation puts the HOMO energy at -10.147 eV.

***

No. 2
The ion C11H13N2 with charge +1 in a non-equilibrium geometry. Source: the OMol25 dataset; level of theory: the ωB97M-V functional and the def2-TZVPD basis.

```
26
Properties=species:S:1:pos:R:3:mulliken_charge:R:1
C -1.519 -1.872 -2.434 -0.598
C -2.299 -1.314 -1.421 -0.438
C 2.330 -0.712 0.070 -0.700
C -0.171 -1.809 -2.284 -0.738
C 1.821 -1.164 -1.088 -0.589
C -1.742 -0.628 -0.391 -0.166
C 1.649 -0.111 1.027 0.006
C 0.444 -1.209 -1.223 0.679
C -0.426 -0.517 -0.298 0.356
C 0.206 1.566 2.696 -1.162
C -0.439 2.270 0.452 -0.999
N 0.368 0.141 0.790 0.304
N -0.335 1.143 1.453 -0.212
H -1.845 -2.450 -3.343 0.342
H -3.368 -1.348 -1.626 0.386
H 3.355 -0.773 0.246 0.451
H 0.451 -2.292 -2.943 0.478
H 2.544 -1.574 -1.733 0.462
H -2.505 -0.009 0.188 0.378
H 2.094 0.147 1.918 0.472
H 0.916 2.314 2.787 0.379
H -0.638 1.937 3.329 0.354
H 0.528 0.623 3.118 0.493
H -1.160 2.075 -0.238 0.369
H -0.833 3.227 0.962 0.349
H 0.574 2.335 -0.014 0.344
```

Its SMILES is CN(C)[n+]1cccc2ccccc21. The value obtained for the energy above the lowest of the compared OMol25 structures with the same formula, charge and spin is 84.2 kcal per mole. Its total charge is +1. The LUMO energy (alpha / beta) is -0.1802 / -0.1802 Eh. The calculation puts the HOMO energy (alpha / beta) at -12.789 / -12.788 eV.

***

No. 3
The molecule C5H14OSi in a non-equilibrium geometry. Source: the OMol25 dataset; level of theory: the ωB97M-V functional and the def2-TZVPD basis.

```
21
Properties=species:S:1:pos:R:3:mulliken_charge:R:1
O -2.064 2.653 0.828 -0.551
C -1.773 1.327 0.518 -0.187
C -0.097 -1.982 0.775 -1.024
C 2.270 -0.199 0.118 -1.090
C -0.060 -0.751 -1.972 -1.071
C -0.338 0.974 0.654 -0.709
Si 0.482 -0.519 -0.215 0.439
H -1.375 3.304 0.526 0.296
H -1.994 1.259 -0.592 0.199
H -2.471 0.658 1.049 0.273
H 0.824 -2.669 0.827 0.269
H -1.011 -2.363 0.330 0.319
H -0.458 -1.679 1.789 0.297
H 2.752 -0.690 -0.717 0.302
H 2.591 0.819 0.174 0.385
H 2.607 -0.621 1.101 0.289
H 0.817 -1.089 -2.517 0.364
H -0.206 0.300 -2.248 0.286
H -0.864 -1.394 -2.315 0.328
H 0.283 1.772 0.198 0.301
H 0.083 0.892 1.690 0.286
```

Its SMILES is C[Si](C)(C)CCO. The value obtained for the energy above the lowest of the compared OMol25 structures with the same formula, charge and spin is 44.5 kcal per mole. The LUMO energy is 0.0292 Eh. The calculation puts the HOMO energy at -9.717 eV.